Entry from the OMol25 dataset: a structure of composition C18H27F12MgN9P2 at a distorted geometry (ωB97M-V/def2-TZVPD).

The value obtained for the energy above the lowest of the compared OMol25 structures with the same formula, charge and spin is 1.847 eV. The calculation puts the HOMO energy at -0.4053 Ha. The spin multiplicity is 1. The LUMO energy is -0.94 eV. The total energy is -89159.7155 eV. Its charge is 0. The orbital gap comes out at 10.09 eV.

```
69
Properties=species:S:1:pos:R:3:mulliken_charge:R:1
Mg 15.449 10.875 -3.849 0.308
P 12.409 9.747 -2.554 1.282
F 12.522 8.692 -3.792 -0.357
F 11.296 10.689 -3.392 -0.377
F 11.243 8.935 -1.768 -0.333
F 12.563 10.804 -1.338 -0.378
F 13.371 8.857 -1.673 -0.350
F 13.683 10.540 -3.135 -0.195
P 13.670 12.798 -8.289 1.176
F 13.776 13.947 -7.120 -0.422
F 14.333 13.956 -9.199 -0.414
F 15.256 12.318 -7.987 -0.352
F 13.615 11.624 -9.464 -0.392
F 13.027 11.804 -7.155 -0.309
F 12.264 13.348 -8.755 -0.363
C 19.492 12.581 -5.286 -1.480
C 18.226 11.988 -4.870 0.334
N 17.221 11.590 -4.599 0.105
H 19.441 13.196 -6.184 0.444
H 20.228 11.779 -5.350 0.327
H 19.907 13.268 -4.549 0.340
C 22.135 11.044 -2.855 -0.918
C 20.771 10.590 -2.712 0.469
N 19.647 10.258 -2.634 -0.408
H 22.089 11.991 -3.392 0.262
H 22.638 10.265 -3.427 0.290
H 22.636 11.092 -1.888 0.353
C 18.359 7.342 -3.259 -1.082
C 17.127 8.249 -3.320 0.621
N 16.205 8.953 -3.434 -0.288
H 18.898 7.446 -2.317 0.291
H 19.045 7.579 -4.072 0.277
H 18.040 6.309 -3.399 0.379
C 14.332 8.617 -7.859 -1.383
C 14.719 9.458 -6.725 0.522
N 15.087 10.105 -5.799 0.097
H 13.263 8.430 -7.965 0.359
H 14.726 7.628 -7.627 0.389
H 14.677 8.912 -8.850 0.315
C 12.585 14.269 -4.154 -1.415
C 13.789 13.399 -4.263 0.593
N 14.708 12.709 -4.424 0.241
H 12.077 14.431 -5.105 0.297
H 12.776 15.233 -3.682 0.368
H 11.835 13.830 -3.495 0.422
C 15.900 15.803 -6.896 -0.268
C 14.815 16.424 -6.172 0.364
N 14.001 16.938 -5.543 -0.541
H 15.481 15.796 -7.902 0.190
H 16.030 14.818 -6.449 -0.098
H 16.827 16.376 -6.909 0.394
C 17.287 13.014 -0.396 -1.182
C 16.449 12.183 -1.296 0.629
N 15.890 11.482 -1.977 -0.063
H 17.008 14.056 -0.241 0.302
H 18.293 12.965 -0.814 0.253
H 17.281 12.541 0.586 0.385
C 18.217 11.058 -8.356 0.021
C 17.958 9.643 -8.551 0.305
N 17.767 8.527 -8.767 -0.480
H 18.040 11.310 -7.310 -0.434
H 17.515 11.702 -8.885 0.177
H 19.199 11.306 -8.758 0.386
C 18.459 17.183 -2.489 -0.928
C 17.505 16.052 -2.676 0.358
N 16.807 15.151 -2.681 -0.299
H 18.332 17.904 -3.296 0.306
H 19.502 16.906 -2.645 0.286
H 18.233 17.711 -1.563 0.292
```

Entry from the OMol25 dataset: a structure of composition C4H6O2 at a distorted geometry (ωB97M-V/def2-TZVPD).

The value obtained for the energy above the lowest of the compared OMol25 structures with the same formula, charge and spin is 3.244 eV. The calculation puts the HOMO energy at -0.3502 Ha. The spin multiplicity is 1. The LUMO energy is 0.50 eV. The total energy is -8337.2171 eV. Its charge is 0. The orbital gap comes out at 10.03 eV.

```
12
Properties=species:S:1:pos:R:3:mulliken_charge:R:1
C -0.204 1.409 -1.092 -0.808
C -0.120 0.005 -0.815 0.679
O 0.047 -0.824 -1.696 -0.637
C -0.401 -0.371 0.634 -0.536
C 0.617 -1.273 1.286 0.064
O 1.795 -1.255 1.020 -0.457
H 1.014 0.872 -0.603 0.192
H -0.895 2.050 -0.504 0.250
H -0.175 1.691 -2.152 0.303
H -0.531 0.500 1.298 0.292
H -1.365 -0.871 0.544 0.318
H 0.217 -1.935 2.080 0.340
```

Entry from the OMol25 dataset: the molecule C4H4S at a distorted geometry (ωB97M-V/def2-TZVPD).

The SMILES is C=CC1=CS1. The value obtained for the energy above the lowest of the compared OMol25 structures with the same formula, charge and spin is 3.586 eV. The calculation puts the HOMO energy (alpha / beta) at -0.2766 / -0.2766 Ha. The spin multiplicity is 1. The LUMO energy (alpha / beta) is 0.01 / 0.01 eV. The total energy is -15044.0928 eV. Its charge is 0. The orbital gap (alpha / beta) comes out at 7.54 / 7.54 eV.

```
9
Properties=species:S:1:pos:R:3:mulliken_charge:R:1
C -0.979 -1.255 1.852 -0.347
C -0.509 -0.518 0.836 -0.047
C 0.020 1.021 -0.815 -0.775
C 0.327 -0.172 -0.210 0.122
S -2.143 0.114 1.788 -0.251
H -0.811 -1.949 2.619 0.419
H 0.424 1.257 -1.718 0.311
H -0.594 1.813 -0.429 0.249
H 0.921 -1.046 -0.459 0.318
```

Entry from the OMol25 dataset: a structure of composition C29H20AsBrN2O3PtS at a distorted geometry (ωB97M-V/def2-TZVPD).

The value obtained for the energy above the lowest of the compared OMol25 structures with the same formula, charge and spin is 1.957 eV. The calculation puts the HOMO energy at -0.2964 Ha. The spin multiplicity is 1. The LUMO energy is -1.79 eV. The total energy is -184481.4134 eV. Its charge is 0. The orbital gap comes out at 6.28 eV.

```
58
Properties=species:S:1:pos:R:3:mulliken_charge:R:1
Pt 1.391 -0.841 -1.127 1.425
O 3.707 -0.916 -0.976 -0.858
N 4.226 0.232 -0.596 0.633
C 5.504 0.249 -0.161 -0.355
C 6.100 1.403 0.276 -0.665
C 5.373 2.592 0.276 -0.278
C 4.077 2.565 -0.183 -0.781
C 3.505 1.374 -0.633 0.502
S 1.897 1.360 -1.257 -0.278
H 5.999 -0.710 -0.183 0.438
H 7.123 1.372 0.617 0.399
H 5.816 3.513 0.627 0.399
H 3.454 3.448 -0.207 0.408
C -6.048 -1.135 -0.785 -0.457
C -5.258 -1.699 0.208 -0.674
C -3.878 -1.612 0.127 -0.405
C -3.289 -0.945 -0.940 0.491
C -4.072 -0.404 -1.946 -0.128
C -5.454 -0.496 -1.862 -0.696
As -1.318 -0.730 -0.926 0.402
C -1.298 0.652 0.449 0.765
C -1.312 0.462 1.820 -0.656
C -1.238 1.557 2.669 -0.710
C -1.167 2.838 2.141 -0.767
C -1.174 3.035 0.769 -0.605
C -1.235 1.945 -0.091 0.027
C -1.187 1.999 -1.558 0.992
C -1.056 3.145 -2.334 -0.535
C -0.902 3.039 -3.707 -0.701
C -0.889 1.795 -4.323 -0.738
C -1.049 0.645 -3.564 -0.499
C -1.200 0.746 -2.188 -0.189
H -7.126 -1.198 -0.721 0.377
H -5.721 -2.205 1.044 0.391
H -3.254 -2.054 0.895 0.404
H -3.608 0.098 -2.785 0.347
H -6.068 -0.062 -2.640 0.391
H -1.366 -0.540 2.229 0.388
H -1.228 1.411 3.741 0.425
H -1.101 3.690 2.804 0.407
H -1.127 4.040 0.369 0.383
H -1.055 4.121 -1.866 0.390
H -0.769 3.934 -4.301 0.401
H -0.746 1.723 -5.393 0.432
H -1.044 -0.332 -4.034 0.449
Br 1.586 -5.262 5.174 -0.198
C 1.551 -3.934 3.823 0.128
C 1.613 -2.595 4.179 -0.426
N 1.604 -1.631 3.273 -0.546
C 1.513 -1.963 1.989 -0.489
C 1.429 -3.275 1.535 0.570
C 1.462 -4.285 2.490 -0.631
C 1.297 -3.713 0.058 0.263
O 1.468 -4.893 -0.169 -0.662
O 0.937 -2.835 -0.823 -0.756
H 1.674 -2.286 5.216 0.396
H 1.515 -1.116 1.306 0.675
H 1.418 -5.317 2.172 0.585
```

Entry from the OMol25 dataset: the molecule C4H5N3 at a distorted geometry (ωB97M-V/def2-TZVPD).

The value obtained for the energy above the lowest of the compared OMol25 structures with the same formula, charge and spin is 4.602 eV. The calculation puts the HOMO energy at -0.3154 Ha. The spin multiplicity is 1. The LUMO energy is 0.34 eV. The total energy is -8695.2105 eV. Its charge is 0. The orbital gap comes out at 8.92 eV.

```
12
Properties=species:S:1:pos:R:3:mulliken_charge:R:1
C -1.068 -1.110 0.113 0.142
C 2.201 0.708 -0.098 -0.721
C 1.240 -0.178 0.128 -0.312
C -0.211 -0.105 0.120 -0.308
N -2.440 -0.892 0.032 -0.698
N -2.451 1.413 -0.001 -0.530
N -2.646 0.315 -0.026 0.943
H -0.961 -2.156 -0.290 0.299
H 3.298 0.444 0.007 0.233
H 1.938 1.776 -0.281 0.249
H 1.665 -1.152 0.140 0.270
H -0.564 0.936 0.156 0.435
```

Entry from the OMol25 dataset: a structure of composition C7H12N at a distorted geometry (ωB97M-V/def2-TZVPD).

The value obtained for the energy above the lowest of the compared OMol25 structures with the same formula, charge and spin is 4.862 eV. The calculation puts the HOMO energy at -0.5228 Ha. The spin multiplicity is 1. The LUMO energy is -3.30 eV. The total energy is -8932.1401 eV. Its charge is +1. The orbital gap comes out at 10.92 eV.

```
20
Properties=species:S:1:pos:R:3:mulliken_charge:R:1
C 1.015 -2.255 -0.279 -0.865
C -1.306 -0.124 1.379 -1.134
C 0.295 -1.175 -0.098 0.458
C -0.062 -0.400 1.097 0.482
C 0.110 1.555 -1.571 -0.386
C -0.057 0.054 -1.595 -0.143
C 1.060 0.339 1.860 -1.209
N -1.194 0.953 -1.292 -0.194
H 1.215 -2.560 -1.267 0.312
H 1.117 -2.742 0.623 0.355
H -1.471 0.589 2.260 0.318
H -2.140 -0.818 0.891 0.388
H 0.600 1.951 -0.740 0.200
H 0.330 1.961 -2.530 0.320
H -0.067 -0.468 -2.628 0.369
H 1.866 -0.463 2.026 0.318
H 0.711 0.882 2.673 0.473
H 1.533 1.005 1.187 0.277
H -1.518 0.723 -0.133 0.353
H -2.037 0.995 -1.860 0.308
```

charge of number 2 (C4H6O2)?
0

Which of these has the highest charge?
C7H12N

The highest charge belongs to which entry?
C7H12N